[1]
Below is a cluster of 2 separate species, C4H5Cl in total in a non-equilibrium geometry, with properties calculated with ωB97M-V/def2-TZVPD.

The value obtained for the gap between HOMO and LUMO is 9.0954 eV. As for the largest force on an atom: 3.59 eV Å⁻¹. The energy above the lowest of the compared OMol25 structures with the same formula, charge and spin comes out at 1.826 eV. As for the SMILES: C=C=C=C.Cl. The HOMO energy comes out at -8.812 eV.

Atoms and positions in Å:
C: 0.122 -1.267 0.013
C: 0.740 -0.136 0.044
C: 1.323 0.959 0.000
C: 1.765 2.207 -0.179
H: 0.603 -2.079 -0.431
H: -0.872 -1.344 0.509
H: 1.466 3.014 0.424
H: 2.563 2.330 -0.887
Cl: -3.256 -1.695 0.054
H: -4.454 -1.987 0.454


[2]
Below is the ion C4H8N with charge +1 in a non-equilibrium geometry, with properties calculated with ωB97M-V/def2-TZVPD.

The value obtained for the gap between HOMO and LUMO is 9.6903 eV. As for the largest force on an atom: 4.19 eV Å⁻¹. The energy above the lowest of the compared OMol25 structures with the same formula, charge and spin comes out at 0.896 eV. As for the SMILES: C=[NH+]/C=C/C. The HOMO energy comes out at -14.838 eV. The total charge is +1.

Atoms and positions in Å:
C: 1.953 -0.363 1.584
N: 0.988 -0.825 0.900
C: 0.310 0.105 -0.125
C: -0.872 -0.210 -0.505
C: -1.660 0.665 -1.426
H: 2.336 -0.940 2.506
H: 2.205 0.703 1.322
H: 0.608 -1.712 1.103
H: 0.938 0.951 -0.357
H: -1.387 -1.063 0.011
H: -1.197 0.511 -2.337
H: -2.719 0.341 -1.446
H: -1.503 1.837 -1.230


> Among the records above, which one has the lowest HOMO?

C4H8N